(1)
Here is a cluster of 3 separate species, C12H28BN4O3 in total in a non-equilibrium geometry from OMol25. Energies are from ωB97M-V with the def2-TZVPD basis set.

E_HOMO = -4.006 eV
gap between HOMO and LUMO = 6.12 eV
energy = -25675.3964 eV
total charge = -1

CARTESIAN COORDINATES (ANGSTROEM)
C (-1.54850, 0.78218, 5.26701)
C (-1.97244, -0.20604, 4.50938)
B (-2.15858, -1.45203, 3.43369)
C (-0.78308, -2.34032, 3.22008)
C (0.58304, -1.53353, 3.57796)
C (0.86243, -0.27310, 2.61454)
C (1.42913, -0.89115, 1.20684)
C (1.34212, 0.19383, 0.00550)
C (-0.11223, 0.31063, -0.67266)
C (-1.07913, 1.43267, -0.03772)
O (-0.40274, 2.55338, 0.58070)
C (0.32265, 3.35685, -0.39050)
H (-1.01094, 1.62603, 5.82499)
H (-2.45470, -0.98001, 2.38430)
H (-3.07576, -2.11564, 3.81941)
H (-0.73493, -2.62396, 2.10916)
H (-0.85336, -3.28595, 3.89385)
H (0.62228, -1.18010, 4.68030)
H (1.44467, -2.28821, 3.45596)
H (1.68964, 0.42303, 3.04378)
H (-0.05720, 0.38773, 2.41867)
H (2.55803, -1.14271, 1.31802)
H (0.83695, -1.82195, 0.87617)
H (2.06001, -0.19474, -0.82249)
H (1.77562, 1.17492, 0.40693)
H (-0.65551, -0.71316, -0.62587)
H (0.03497, 0.58208, -1.79419)
H (-1.71446, 0.92979, 0.78623)
H (-1.84630, 1.76147, -0.85249)
H (0.36843, 2.89751, -1.44395)
H (1.42388, 3.38525, -0.01611)
H (-0.11579, 4.42319, -0.52333)
C (1.80648, -3.63298, -1.55734)
O (1.19713, -3.69096, -0.50337)
N (2.79146, -4.50787, -1.88309)
N (1.55369, -2.68886, -2.49659)
H (3.30483, -4.47686, -2.74515)
H (3.00902, -5.22502, -1.20980)
H (0.82802, -2.01911, -2.29102)
H (2.04373, -2.62351, -3.37022)
C (-1.27805, 2.89334, -4.38165)
O (-0.37077, 2.14735, -4.04775)
N (-1.48221, 3.26528, -5.66982)
N (-2.16000, 3.41493, -3.49591)
H (-2.22142, 3.87698, -5.96509)
H (-0.84653, 2.89798, -6.35967)
H (-2.04186, 3.16197, -2.52657)
H (-2.91171, 4.02944, -3.75108)

Forces on the atoms, in the same order (eV/Å):
-1.257 -3.829 -3.105
2.886 5.052 3.643
0.375 0.588 0.870
1.018 0.210 0.643
0.058 -0.206 0.159
0.710 -0.924 -0.778
-0.245 1.216 -0.204
0.455 -1.194 0.017
0.300 0.602 -0.494
-0.932 -1.324 0.364
-0.164 -0.060 -2.060
1.013 0.000 -0.272
-1.370 -1.837 -1.157
-0.339 0.599 -0.730
-0.455 -0.467 0.117
0.055 -0.023 1.622
0.471 1.332 -1.265
-0.405 -0.624 -1.760
-0.872 1.208 0.091
-1.353 -1.151 -0.597
1.236 -1.221 0.456
-1.913 0.144 -0.023
1.102 1.408 0.735
-1.097 0.769 1.232
-0.871 -1.188 -0.772
0.862 1.671 0.032
-0.232 -0.505 1.774
1.130 0.970 -1.101
1.278 -0.256 1.178
-0.237 0.413 1.539
-1.860 0.374 -0.684
0.634 -1.679 0.564
-0.521 0.171 0.651
0.153 -0.196 -0.322
0.713 -0.816 -0.018
-0.373 0.616 -0.463
-0.072 0.035 0.102
-0.058 0.190 -0.138
0.168 -0.060 -0.009
-0.036 0.005 0.121
0.329 -0.331 0.395
-0.064 0.096 -0.129
0.123 0.086 -1.000
-0.319 0.161 0.671
0.072 -0.074 0.070
-0.152 0.085 0.167
-0.033 0.042 -0.150
0.088 -0.079 0.014

The natural (NBO) scheme yields these atomic charges, measured in e: -0.51 -0.07 -0.25 -0.61 -0.40 -0.41 -0.41 -0.41 -0.47 -0.07 -0.55 -0.29 0.23 -0.05 -0.04 0.19 0.19 0.21 0.17 0.18 0.23 0.18 0.24 0.19 0.20 0.23 0.21 0.24 0.13 0.20 0.19 0.17 0.77 -0.64 -0.85 -0.85 0.38 0.41 0.42 0.38 0.77 -0.66 -0.85 -0.85 0.38 0.41 0.42 0.38



(2)
Here is a cluster of 16 separate species, C4H39NO15 in total in a non-equilibrium geometry from OMol25. Energies are from ωB97M-V with the def2-TZVPD basis set.

E_HOMO = -9.479 eV
gap between HOMO and LUMO = 9.45 eV
energy = -36980.8902 eV
total charge = 0
energy relative to the best compared isomer or geometry (same formula, charge and spin) = 128.4 kcal per mole

CARTESIAN COORDINATES (ANGSTROEM)
C (-0.87690, -1.44419, 2.80405)
C (-0.58522, -0.19202, 1.89554)
C (-1.86737, -0.05079, 1.02064)
C (-0.60523, 0.90872, -0.80839)
N (-1.70165, 0.49111, -0.31831)
H (-1.86928, -1.44787, 3.31035)
H (-0.93638, -2.35951, 2.22131)
H (-0.09512, -1.59117, 3.50221)
H (0.28317, -0.32890, 1.23228)
H (-0.41826, 0.57779, 2.69398)
H (-2.64923, 0.51679, 1.55738)
H (-2.26920, -1.02214, 0.81463)
H (0.35039, 0.98073, -0.29105)
H (-0.65746, 1.05249, -1.88917)
H (2.00412, -1.60613, 0.54213)
H (2.09105, -1.56159, 2.03598)
O (2.37236, -2.10101, 1.29543)
H (-0.01272, 4.63690, -0.67812)
H (-1.28512, 3.65639, -0.70027)
O (-0.69794, 4.17596, -0.12816)
H (-3.96460, -2.02537, 0.50705)
H (-3.90700, -1.92384, 2.20992)
O (-3.83590, -1.56644, 1.33254)
H (3.52492, 1.68416, 1.72591)
H (3.12073, 0.94795, 2.75867)
O (3.81850, 0.79377, 2.03249)
H (-3.60691, 3.21193, -0.13036)
H (-3.52838, 1.76762, -0.97575)
O (-3.33747, 2.73651, -0.91095)
H (0.92360, -3.40471, 1.45300)
H (0.57613, -3.05931, 0.01068)
O (0.46990, -3.75738, 0.66788)
H (-1.88804, -2.00383, -2.05975)
H (-0.98627, -2.68010, -3.03930)
O (-1.11559, -2.59026, -2.08292)
H (2.84786, 0.65678, -1.16352)
H (3.15250, 0.34789, 0.54709)
O (2.56659, 0.44190, -0.27143)
H (1.98941, -2.29787, -1.43540)
H (3.23476, -3.16168, -1.72408)
O (2.72160, -2.40791, -2.03459)
H (2.36469, 2.12801, 0.21854)
H (1.09626, 3.00089, 0.42094)
O (2.06808, 3.01116, 0.51478)
H (2.15479, 1.15842, -3.72409)
H (2.57481, -0.31521, -3.91883)
O (1.83615, 0.30138, -4.04612)
H (-2.97761, 0.37806, -2.73971)
H (-3.42376, -0.88070, -2.10652)
O (-3.79431, -0.04371, -2.40466)
H (-1.97294, -3.78976, -0.31310)
H (-2.08327, -4.04746, 1.13923)
O (-2.61589, -3.67956, 0.42949)
H (1.19862, 3.73989, -2.24068)
H (2.04819, 3.26398, -1.19540)
O (2.03656, 3.27506, -2.17360)
H (1.99798, 2.16980, 2.75994)
H (1.13999, 1.34023, 3.65386)
O (1.96182, 1.83385, 3.65972)

Forces on the atoms, in the same order (eV/Å):
-0.641 -0.172 -1.204
-1.495 -0.994 1.326
2.044 1.882 -0.052
-1.200 -0.885 -0.016
0.567 0.239 -0.149
0.782 0.693 -0.110
0.178 0.002 -0.361
0.693 -0.111 1.091
-0.100 0.002 0.588
-0.100 0.164 -1.346
0.310 -0.314 -0.380
0.450 -0.073 0.311
-0.042 0.014 -0.040
0.535 0.543 0.090
0.521 0.027 0.218
0.166 0.198 0.392
-0.025 0.422 -0.207
-1.328 -0.565 0.598
-0.033 0.093 -0.139
1.273 0.345 -0.419
-0.308 -1.443 0.906
-0.482 -1.364 -0.475
-1.389 2.070 0.278
1.569 -0.192 -0.753
1.383 -1.718 0.120
-2.166 1.761 0.763
-0.500 -0.667 0.459
0.021 1.146 0.891
0.552 -0.254 -1.378
0.045 -0.201 -0.650
-0.259 -0.260 0.122
-0.455 -0.276 0.135
0.450 -0.138 0.356
0.289 -0.194 0.241
-0.446 0.258 -0.439
0.939 -0.313 0.275
0.369 0.000 -1.524
-1.071 -0.125 1.091
-0.274 -0.105 0.149
-0.175 0.057 0.148
0.477 0.097 -0.541
-0.418 -0.273 -0.146
0.078 0.068 0.315
-0.213 0.066 0.522
-0.102 -0.143 -0.102
-0.314 0.175 -0.005
0.356 0.027 0.266
-0.683 0.091 0.174
-0.470 0.018 0.316
0.823 0.110 -0.565
-0.731 0.193 0.498
-0.024 0.001 0.334
1.063 -0.604 -1.306
-0.215 0.055 -0.986
0.904 -0.122 -0.181
-0.489 0.103 0.485
-0.470 0.917 -0.203
-0.340 -0.155 0.256
0.117 -0.175 -0.037

The natural (NBO) scheme yields these atomic charges, measured in e: -0.62 -0.43 -0.27 -0.11 -0.42 0.21 0.22 0.19 0.19 0.17 0.21 0.26 0.17 0.17 0.47 0.47 -0.93 0.47 0.51 -0.97 0.52 0.50 -0.99 0.46 0.49 -0.94 0.49 0.52 -1.01 0.49 0.46 -0.95 0.46 0.48 -0.94 0.52 0.53 -1.05 0.46 0.48 -0.94 0.49 0.50 -1.00 0.48 0.48 -0.96 0.47 0.45 -0.91 0.49 0.48 -0.97 0.45 0.48 -0.96 0.48 0.48 -0.92



(3)
Here is a structure of composition C23H45N3O2P4Ru in a non-equilibrium geometry from OMol25. Energies are from ωB97M-V with the def2-TZVPD basis set.

E_HOMO (spin up / spin down) = -19.400 / -20.280 eV
gap between HOMO and LUMO (spin up / spin down) = 7.66 / 5.18 eV
energy = -72839.6862 eV
spin multiplicity = 5
total charge = +4
energy relative to the best compared isomer or geometry (same formula, charge and spin) = 0.0 kcal per mole

CARTESIAN COORDINATES (ANGSTROEM)
P (-2.33668, 1.24029, -0.00891)
C (-3.91015, 0.60116, 0.66061)
H (-4.72365, 1.30551, 0.42473)
H (-3.85545, 0.48022, 1.75206)
H (-4.14091, -0.36283, 0.18339)
C (-2.35537, 2.92955, 0.65369)
H (-1.93942, 3.64412, -0.05392)
H (-1.75268, 2.94612, 1.56844)
H (-3.37884, 3.23276, 0.89263)
C (-2.85487, 1.18622, -1.78189)
H (-3.48143, 2.06180, -1.99925)
H (-3.43092, 0.26417, -1.96217)
H (-1.99012, 1.17246, -2.45252)
P (1.06957, -1.68443, -2.23351)
C (0.72220, -3.47647, -2.21807)
H (1.18121, -3.93753, -3.10022)
H (-0.36115, -3.63267, -2.21564)
H (1.13735, -3.90093, -1.29924)
C (0.52569, -1.20825, -3.90493)
H (0.89886, -0.21992, -4.18077)
H (-0.56957, -1.16017, -3.91124)
H (0.86640, -1.95234, -4.62971)
C (2.88650, -1.65672, -2.26827)
H (3.24163, -2.05166, -3.22743)
H (3.26289, -2.25495, -1.43041)
H (3.25815, -0.63726, -2.12323)
P (1.36840, 0.66841, 2.30137)
C (1.60166, -0.27053, 3.85359)
H (2.41558, 0.20126, 4.42237)
H (1.91623, -1.29890, 3.63093)
H (0.71069, -0.29785, 4.49271)
C (3.14754, 0.84714, 1.89358)
H (3.74614, 0.72360, 2.80298)
H (3.38958, 1.80612, 1.43452)
H (3.42184, 0.05042, 1.19596)
C (0.65262, 2.25767, 2.81061)
H (1.25900, 2.69173, 3.61173)
H (-0.37238, 2.09779, 3.16222)
H (0.61739, 2.94095, 1.95957)
Ru (-0.19478, 0.00087, 0.44349)
C (-1.18521, -1.10827, -0.65380)
O (-1.80069, -1.87718, -1.29409)
C (1.08483, -1.36842, 0.58536)
O (1.84523, -2.27296, 0.67574)
C (2.28806, 1.73144, -0.98202)
C (1.71764, 2.72518, -0.18964)
C (0.44408, 3.20712, -0.49233)
C (-0.21292, 2.75328, -1.63472)
C (0.37410, 1.79118, -2.45084)
C (1.66288, 1.34267, -2.16144)
H (3.27958, 1.34490, -0.74666)
H (2.28389, 3.23531, 0.60311)
H (0.02800, 4.00029, 0.12635)
H (-1.14026, 3.23798, -1.95719)
H (-0.10320, 1.48114, -3.37506)
H (2.22550, 0.81406, -2.92890)
C (-3.67313, -2.07769, 4.38116)
N (-3.46069, -2.99242, 3.24767)
C (-2.47879, -4.01723, 3.64877)
N (-1.19492, -3.41160, 4.03616)
C (-1.41573, -2.45645, 5.13895)
N (-2.42141, -1.41107, 4.80529)
C (-1.95028, -0.43045, 3.83760)
P (-1.43547, -1.26721, 2.20296)
C (-3.04635, -2.29130, 2.01598)
C (-0.52211, -2.79146, 2.88714)
H (-4.03821, -2.67989, 5.22749)
H (-4.40867, -1.30869, 4.11905)
H (-2.32662, -4.71374, 2.81232)
H (-2.88639, -4.54249, 4.52585)
H (-0.46749, -1.97539, 5.42568)
H (-1.81666, -3.04048, 5.98646)
H (-2.75533, 0.27896, 3.60104)
H (-1.10085, 0.12790, 4.24921)
H (-2.88068, -3.03443, 1.21966)
H (-3.87306, -1.64649, 1.70071)
H (0.50633, -2.53977, 3.17642)
H (-0.46524, -3.54668, 2.08933)

Forces on the atoms, in the same order (eV/Å):
-1.238 0.513 -1.036
0.185 -0.580 0.487
0.369 -0.146 -0.015
-0.216 0.133 -0.320
-0.039 0.323 0.164
0.105 0.336 0.167
-0.205 -0.096 0.171
-0.203 0.146 -0.148
0.058 -0.150 -0.037
0.357 0.011 -0.051
0.081 -0.237 0.003
0.084 0.411 0.182
-0.415 0.093 0.165
1.697 -1.667 -3.110
-0.702 0.280 1.122
0.023 0.205 0.068
0.236 -0.197 -0.215
0.022 -0.164 -0.244
-0.668 0.857 0.428
0.035 -0.295 -0.080
0.123 -0.139 -0.213
0.044 -0.111 0.172
0.198 0.621 1.031
-0.183 -0.033 0.075
0.018 -0.064 -0.352
0.112 -0.390 -0.193
1.077 0.795 0.736
-0.489 -0.479 0.103
-0.276 0.031 -0.220
0.102 0.304 0.100
0.376 0.007 -0.209
0.014 -0.025 -0.259
-0.196 0.070 -0.163
-0.040 -0.220 0.192
0.096 0.083 0.116
-0.062 0.164 0.025
-0.057 -0.018 0.028
0.200 0.029 0.108
0.034 -0.157 0.377
-0.416 0.183 1.823
-2.969 -3.225 -3.442
1.826 2.561 2.368
4.311 -3.880 0.138
-3.333 3.672 -0.074
0.577 0.428 -0.007
0.211 0.008 0.082
0.237 0.235 -0.371
-0.183 0.252 -0.269
0.185 0.636 -0.087
-0.183 -0.061 -0.064
-0.131 0.290 -0.216
-0.258 -0.481 -0.367
0.139 -0.034 -0.330
0.312 -0.297 0.166
0.023 0.231 0.043
-0.202 -0.014 0.340
-0.940 0.385 1.038
3.141 1.791 -0.140
-0.308 -1.883 0.291
-0.857 1.612 -1.060
-0.440 -0.077 0.355
0.217 -0.792 -0.975
-0.036 -0.389 -0.253
-0.599 -0.831 1.895
-0.935 -0.550 -0.202
0.083 -0.369 0.230
-0.005 0.292 -0.318
0.056 -0.259 0.050
-0.049 0.131 0.364
0.142 0.029 -0.410
-0.347 -0.270 -0.084
0.295 0.367 -0.227
0.222 -0.079 0.200
-0.357 -0.104 -0.098
-0.015 0.146 0.264
0.234 -0.112 0.192
-0.364 -0.036 -0.087
0.062 0.250 0.084

The Mulliken scheme yields these atomic charges, measured in e: 1.10 -1.41 0.65 0.35 0.41 -1.24 0.40 0.14 0.61 -1.31 0.48 0.48 0.26 0.79 -1.05 0.50 0.39 0.35 -1.26 0.42 0.34 0.54 -1.28 0.51 0.44 0.30 0.87 -1.18 0.68 0.46 0.11 -1.28 0.64 0.42 0.34 -1.16 0.59 0.27 0.16 1.94 -1.11 -0.22 -0.87 -0.25 -0.99 -1.20 -0.69 -1.21 -0.95 -1.06 0.72 1.00 0.87 0.89 0.79 1.52 -0.93 0.49 -0.83 0.33 -0.85 0.24 -1.01 2.22 -1.30 -1.71 0.37 0.40 0.38 0.38 0.38 0.35 0.41 0.61 0.55 0.48 0.46 0.52